# C10H18N3O

A 2-piece molecular cluster, C10H18N3O overall in a non-equilibrium geometry (ωB97M-V with the def2-TZVPD basis set, the Open Molecules 2025 dataset).

Values from the calculation:
Charge: +1
Relative energy (zero: lowest compared OMol25 entry of this formula, charge and spin): 57.71 kcal/mol
LUMO level: -3.3 eV

Last column: Löwdin charge in e.
Geometry (Å):
1 C 0.5575 -1.5067 1.2471  -0.237
2 C -0.4258 -2.5984 1.6492  -0.069
3 C 1.0381 0.0373 3.0432  -0.416
4 N 1.4415 -1.0677 2.3075  0.042
5 N 0.9603 1.2247 2.4919  0.249
6 N 0.6539 -0.2352 4.2798  0.239
7 H 1.1679 -1.8906 0.4019  0.116
8 H 0.0902 -0.6277 0.7949  0.113
9 H -0.0964 -3.5233 1.1382  0.085
10 H -1.3505 -2.5926 1.0513  0.085
11 H 2.1891 -1.5818 2.7486  0.156
12 H 1.4855 1.5960 1.7138  0.149
13 H 0.5001 1.9461 3.0350  0.143
14 H 0.5789 -1.1542 4.6722  0.136
15 H 0.5844 0.4712 5.0044  0.142
16 H -0.6540 -2.6719 2.7098  0.071
17 C -2.3464 2.5642 -2.3179  -0.053
18 C 0.0711 1.7898 -1.8152  -0.071
19 C -1.1980 1.5773 -2.2949  -0.283
20 C 1.1012 0.8841 -2.0318  -0.028
21 C 0.8108 -0.3424 -2.6428  -0.330
22 C -1.5646 0.3185 -2.8164  -0.030
23 C -0.4859 -0.5474 -3.1108  -0.005
24 O 1.8639 -1.2319 -2.7199  0.016
25 H 0.3048 2.7123 -1.3060  0.105
26 H 2.0943 0.9911 -1.6042  0.115
27 H -2.8579 2.4119 -1.3443  0.089
28 H -3.1308 2.3533 -3.0364  0.074
29 H -2.4347 0.2359 -3.4546  0.113
30 H 2.0375 -1.6934 -1.8813  0.096
31 H -0.8385 -1.4744 -3.5607  0.116
32 H -2.1475 3.6256 -2.3518  0.073

# H33O16

A 16-piece molecular cluster, H33O16 overall in a non-equilibrium geometry (ωB97M-V with the def2-TZVPD basis set, the Open Molecules 2025 dataset).

Values from the calculation:
Charge: +2
Spin multiplicity: 2
Relative energy (zero: lowest compared OMol25 entry of this formula, charge and spin): 1.87 kcal/mol
LUMO level (alpha / beta): -6.1 / -13.5 eV

Last column: Mulliken spin population.
Geometry (Å):
1 O -1.8717 -1.1630 2.8984  0.000
2 H -1.3343 -1.3610 2.0721  0.000
3 H -2.7755 -1.5157 2.7423  0.000
4 O 3.4907 1.6768 -1.0873  0.038
5 H -0.1920 2.4321 0.3038  0.000
6 H 2.6758 -0.4213 4.7499  0.000
7 O -0.6726 2.0551 -0.4414  0.002
8 H -0.0523 2.0722 -1.1986  0.000
9 H -1.1669 1.9851 2.8159  0.000
10 O 1.7706 -0.9611 -3.8652  0.514
11 H 1.2118 -1.7731 -3.8195  -0.020
12 H -4.3041 0.8743 0.8397  0.000
13 O -2.9079 0.5598 -2.3565  0.000
14 H 3.7974 1.7182 -0.1761  -0.002
15 H -3.3590 0.1997 -3.1349  0.000
16 O -3.2495 2.5802 0.6966  0.000
17 H -2.7987 2.3522 -0.1434  0.000
18 H -1.8775 -0.0779 2.6318  0.000
19 O -0.8094 -3.3036 -4.0495  0.002
20 H -1.7661 -3.3996 -4.0770  0.000
21 H -0.4117 -4.1581 -4.2338  0.000
22 O -1.1266 3.2785 3.7260  0.000
23 H 2.6601 -1.3854 -3.7581  -0.020
24 H -2.0754 3.4539 3.6072  0.000
25 O -1.4588 1.1723 2.2523  0.000
26 H -2.3079 -0.1776 -2.2142  0.000
27 O 1.7175 -0.3435 4.8530  0.000
28 H 3.3561 -2.3918 -1.0190  -0.014
29 H 1.3980 0.4467 5.2798  0.000
30 O 3.6228 -2.2478 -1.9488  0.430
31 H 4.1154 -1.4006 -1.9938  -0.017
32 H -0.4717 -0.1615 0.2839  0.000
33 O 1.1286 1.6117 -2.6720  0.085
34 H -3.2396 3.5474 0.6755  0.000
35 H -0.4719 -1.6256 -0.0345  0.000
36 O -4.8352 0.1640 1.2091  0.000
37 H -5.7121 0.5021 1.4085  0.000
38 H 2.0211 1.3842 -2.9706  -0.002
39 O -0.9789 -0.9761 0.4611  -0.001
40 H 0.4051 1.0767 -3.0140  -0.006
41 H -2.2129 1.4746 1.6964  0.000
42 O 4.6970 -0.7847 0.8266  0.016
43 H 4.9905 0.1318 0.8677  -0.001
44 H 5.4893 -1.2740 0.5336  -0.001
45 O 1.5424 -3.4754 -0.4846  0.001
46 H 1.3001 -3.0035 -1.2697  -0.001
47 H 2.6830 2.1975 -1.1583  -0.003
48 H -0.6352 3.8147 3.0935  0.000
49 H 0.9554 -4.0113 0.0390  0.000